{
  "formula": "C21H21FN4O2S",
  "method": "the ωB97M-V functional and the def2-TZVPD basis",
  "total_charge": 0,
  "smiles": "O=C(CSc1nnc(Cc2ccccc2)n1-c1ccc(F)cc1)N1CCOCC1",
  "gap_ev": 9.301,
  "e_lumo_ev": 0.626,
  "molar_mass_da": 412.5,
  "species": ["S", "F", "O", "O", "N", "N", "N", "N", "C", "C", "C", "C", "C", "C", "C", "C", "C", "C", "C", "C", "C", "C", "C", "C", "C", "C", "C", "C", "C", "H", "H", "H", "H", "H", "H", "H", "H", "H", "H", "H", "H", "H", "H", "H", "H", "H", "H", "H", "H", "H"],
  "coordinates": [[1.8042, 1.0903, -1.7294], [-4.1905, 2.4565, -3.2747], [0.9518, -1.7890, -2.3083], [3.5946, -4.7697, 0.3593], [2.4874, -2.4465, -0.8140], [-0.2311, 0.5681, 0.0279], [1.7417, -0.1066, 0.7180], [0.8316, -0.4594, 1.6396], [-3.0234, 2.6105, -1.2397], [2.0240, -1.6034, -1.7523], [3.6832, -2.3612, -0.0039], [-3.1730, 1.6197, 2.7173], [-2.0234, 2.1403, -0.4091], [-2.4805, 3.2735, 4.3118], [2.4333, -4.8498, -0.4348], [-1.2449, 1.0645, -0.8158], [-1.6171, -0.2254, 1.9818], [1.1072, 0.4944, -0.2477], [-3.2151, 1.9985, -2.4659], [-2.4394, 0.9322, -2.8868], [2.8414, -0.3725, -2.1068], [4.4162, -3.7085, -0.0595], [-1.2407, 2.6620, 4.4012], [-3.4466, 2.7487, 3.4711], [-1.4450, 0.4591, -2.0523], [-0.3418, -0.0556, 1.2429], [-1.9321, 1.0043, 2.8018], [-0.9679, 1.5321, 3.6517], [1.6388, -3.5452, -0.3830], [0.7721, -3.5919, -1.0430], [4.3526, -1.5779, -0.3477], [1.8431, -5.6743, -0.0331], [-3.9290, 1.2160, 2.0582], [-2.6175, 0.4840, -3.8508], [-0.4839, 3.0665, 5.0569], [4.7655, -3.8891, -1.0893], [2.7064, -5.0712, -1.4784], [-0.8247, -0.3737, -2.3513], [3.3843, -2.1391, 1.0266], [-3.6447, 3.4423, -0.9492], [-2.6930, 4.1562, 4.8963], [3.7838, -0.2655, -1.5817], [-1.5001, -1.0835, 2.6477], [1.3128, -3.3499, 0.6453], [2.9972, -0.3367, -3.1848], [5.2730, -3.7001, 0.6158], [-4.4160, 3.2193, 3.3985], [-0.0029, 1.0508, 3.7164], [-2.4267, -0.4258, 1.2765], [-1.8453, 2.6048, 0.5487]],
  "lowdin_charge": [1.003, 0.062, 0.016, -0.127, -0.051, 0.058, 0.043, 0.085, 0.007, -0.538, -0.128, -0.065, 0.004, -0.093, -0.183, -0.221, -0.058, -0.617, -0.271, 0.015, -0.325, -0.187, -0.076, -0.085, -0.001, -0.295, -0.237, -0.034, -0.105, 0.125, 0.113, 0.128, 0.113, 0.123, 0.103, 0.129, 0.131, 0.098, 0.125, 0.121, 0.100, 0.058, 0.132, 0.134, 0.088, 0.128, 0.102, 0.110, 0.124, 0.119]
}

{
  "formula": "C11H30ClIIrO2P3",
  "method": "the ωB97M-V functional and the def2-TZVPD basis",
  "s2": 6.018,
  "total_charge": 2,
  "multiplicity": 5,
  "gap_ev": [6.664, 5.916],
  "e_lumo_ev": [-7.688, -9.860],
  "molar_mass_da": 641.9,
  "species": ["Ir", "I", "Cl", "P", "P", "P", "O", "O", "C", "C", "C", "C", "C", "C", "C", "C", "C", "C", "C", "H", "H", "H", "H", "H", "H", "H", "H", "H", "H", "H", "H", "H", "H", "H", "H", "H", "H", "H", "H", "H", "H", "H", "H", "H", "H", "H", "H", "H", "H"],
  "coordinates": [[-0.0066, -0.9258, -1.2874], [-0.0205, -2.3989, -3.2983], [-0.0212, -3.0608, -0.1055], [-2.0681, 0.0552, -0.8830], [0.0059, -0.2583, 2.9235], [2.0672, 0.0243, -0.8840], [0.0062, 1.0998, -2.2840], [-0.0062, -0.4924, 1.4069], [0.0002, 0.3015, -3.2215], [2.2848, 1.3830, 0.3206], [2.9272, -1.3943, -0.1166], [-2.2607, 1.4165, 0.3216], [1.4294, -1.0618, 3.7207], [-1.4446, -1.0446, 3.7280], [-3.0909, 0.5654, -2.3375], [0.0111, 1.4781, 3.2722], [3.0956, 0.5210, -2.3406], [-2.9470, -1.3520, -0.1133], [0.0034, 0.6202, -4.7079], [1.2932, -2.1583, 3.7072], [3.9381, -1.4861, -0.5483], [-4.0720, 0.9259, -1.9779], [2.3155, -2.3022, -0.2925], [0.9040, 0.1872, -5.1903], [4.0831, 0.8667, -1.9831], [-2.3600, -0.7459, 3.1795], [-3.1490, 2.0339, 0.0709], [2.3852, 0.9920, 1.3412], [-2.9543, -1.1082, 0.9674], [0.0307, 1.6221, 4.3543], [3.2280, -0.3680, -2.9748], [-1.3224, -2.1483, 3.7086], [2.3418, -0.7813, 3.1697], [2.9393, -1.1522, 0.9640], [1.3735, 2.0054, 0.2404], [-0.9022, 0.1983, -5.1912], [-2.3705, 1.0290, 1.3423], [0.8784, 1.9604, 2.8421], [-1.3376, 2.0212, 0.2433], [3.1853, 1.9833, 0.0716], [1.4819, -0.7069, 4.7651], [0.0111, 1.6976, -4.9231], [-0.8713, 1.9602, 2.8742], [-2.3488, -2.2691, -0.2892], [2.6145, 1.3356, -2.9249], [-2.5993, 1.3722, -2.9234], [-3.2383, -0.3214, -2.9712], [-1.4833, -0.6903, 4.7782], [-3.9598, -1.4289, -0.5441]],
  "lowdin_charge": [0.506, 0.867, 0.041, 0.721, 0.574, 0.720, -0.194, -0.545, -0.591, -0.210, -0.240, -0.210, -0.153, -0.151, -0.210, -0.160, -0.210, -0.240, -0.051, 0.074, 0.071, 0.075, -0.033, 0.105, 0.075, 0.044, 0.079, 0.031, 0.040, 0.075, 0.059, 0.074, 0.043, 0.040, 0.050, 0.105, 0.031, 0.048, 0.050, 0.079, 0.074, 0.111, 0.048, -0.032, 0.059, 0.059, 0.059, 0.073, 0.071]
}

{
  "formula": "C19H52N2O7",
  "method": "the ωB97M-V functional and the def2-TZVPD basis",
  "total_charge": 0,
  "smiles": "NC(N)=O.CC(C)O.CC(C)O.CC(C)O.CC(C)O.CC(C)O.CC(C)O",
  "gap_ev": 8.983,
  "e_lumo_ev": 0.099,
  "molar_mass_da": 420.6,
  "species": ["O", "O", "O", "O", "O", "O", "O", "N", "N", "C", "C", "C", "C", "C", "C", "C", "C", "C", "C", "C", "C", "C", "C", "C", "C", "C", "C", "C", "H", "H", "H", "H", "H", "H", "H", "H", "H", "H", "H", "H", "H", "H", "H", "H", "H", "H", "H", "H", "H", "H", "H", "H", "H", "H", "H", "H", "H", "H", "H", "H", "H", "H", "H", "H", "H", "H", "H", "H", "H", "H", "H", "H", "H", "H", "H", "H", "H", "H", "H", "H"],
  "coordinates": [[-3.4926, -0.3282, 0.2540], [-0.0296, 0.8538, -4.5730], [1.3914, -3.9452, -0.9790], [3.7374, -3.2622, 0.2010], [2.8384, 2.8738, 4.5010], [-0.2996, 2.3738, -0.4130], [-0.7076, -0.2332, 0.0230], [-0.0526, -2.4012, -2.0490], [0.5794, -4.1012, -3.2340], [-0.3046, -2.1542, 1.2770], [-5.2256, 0.0178, -1.2690], [-1.8176, 1.2118, -3.1130], [-1.0596, 0.0388, 2.2980], [1.2584, 2.5538, 1.2130], [-0.0236, 4.4618, 0.0840], [-0.2986, -0.6092, 1.1630], [1.9944, 1.1498, 5.5840], [4.0934, -2.1682, -0.3720], [-0.7946, 0.2908, -3.7410], [-3.5276, -1.8492, -1.3800], [-4.3206, -0.9032, -0.4690], [3.0194, -1.1362, 0.0600], [4.3844, -2.2812, -1.9190], [1.8674, 2.6178, 5.3050], [-0.0226, 3.0278, 0.6040], [0.6364, -3.4862, -2.0690], [-1.3396, -0.9952, -4.4100], [0.4524, 2.7998, 4.6720], [0.4734, 1.5418, -4.0720], [-2.0916, -0.3042, 2.3730], [-1.2076, -2.5992, 0.9920], [0.4534, 2.4728, -1.0080], [-2.9096, -2.5442, -0.8590], [-0.5176, -0.1042, 3.2750], [-0.1886, 2.9728, 5.4870], [1.3064, 0.8068, 6.2590], [0.2974, 3.7258, 4.1320], [-2.7116, 1.3738, -3.7090], [1.9604, 2.1538, 0.5010], [-1.0796, 1.1338, 2.1960], [-5.8386, -0.5362, -1.9870], [-0.5246, -1.7222, -4.4860], [3.2694, -0.0802, 0.0020], [-0.1126, -1.8342, -1.1960], [2.9304, -1.1442, 1.1570], [-2.1656, -1.4502, -3.8290], [1.8054, 0.5618, 4.6750], [1.9984, 3.3778, 6.1200], [-1.7316, -0.8342, -5.3860], [-0.5686, 0.7178, -0.0060], [5.3314, -2.6292, -2.3000], [-0.8196, 2.9718, 1.3500], [0.1134, 1.9178, 4.1300], [0.5624, 4.6078, -0.8310], [-0.4666, -1.9972, -2.8830], [-1.3276, 2.1968, -2.9550], [-0.1236, -0.0082, -2.9140], [0.7074, -0.1702, 1.3050], [-2.0636, 0.7668, -2.1800], [-2.7736, -1.2452, -1.8630], [-1.0166, 4.9138, 0.0640], [3.0144, -3.6572, -0.2650], [1.0514, -5.0032, -3.3260], [0.4754, -2.6122, 0.7260], [3.6494, -3.0132, -2.3120], [-5.9136, 0.6358, -0.7830], [2.9564, 0.9428, 6.0240], [-4.1896, -2.3192, -2.0780], [1.8454, 3.3648, 1.6750], [3.1044, 3.7588, 4.3840], [-0.3616, -4.0282, -3.6850], [-2.5966, -0.5512, -0.0200], [1.0724, 1.8378, 1.9550], [-5.0606, -1.4232, 0.2060], [4.9924, -1.9122, 0.1840], [2.0584, -1.2962, -0.3790], [4.2084, -1.3382, -2.3620], [-4.5906, 0.6708, -1.8960], [-0.1006, -2.4732, 2.3130], [0.4754, 4.9878, 0.8370]],
  "lowdin_charge": [0.016, 0.019, -0.129, -0.017, -0.001, -0.013, -0.032, 0.201, 0.152, 0.002, -0.036, -0.017, -0.034, -0.011, -0.018, -0.599, -0.041, -0.547, -0.629, -0.023, -0.628, -0.046, -0.012, -0.565, -0.628, -0.561, -0.024, -0.039, 0.141, 0.083, 0.061, 0.134, 0.070, 0.095, 0.057, 0.051, 0.074, 0.089, 0.086, 0.059, 0.080, 0.069, 0.059, 0.087, 0.087, 0.078, 0.092, 0.156, 0.083, 0.068, 0.061, 0.149, 0.047, 0.097, 0.041, 0.091, 0.127, 0.117, 0.042, 0.040, 0.092, 0.030, 0.126, 0.033, 0.071, 0.053, 0.085, 0.082, 0.094, 0.093, 0.134, 0.059, 0.040, 0.152, 0.131, 0.041, 0.046, 0.076, 0.101, 0.050]
}

{
  "formula": "C3H8N2S",
  "method": "the ωB97M-V functional and the def2-TZVPD basis",
  "total_charge": 0,
  "gap_ev": 8.724,
  "e_lumo_ev": -0.002,
  "molar_mass_da": 104.2,
  "species": ["S", "N", "N", "C", "C", "C", "H", "H", "H", "H", "H", "H", "H", "H"],
  "coordinates": [[-1.8453, -0.0090, -0.1185], [-0.1458, 0.4901, -0.1964], [1.8377, -0.1261, -1.0556], [0.5104, 0.6050, 1.1037], [1.1398, -0.7443, 1.5924], [0.5647, -0.0778, -1.2954], [-2.6470, 0.9157, -1.3220], [2.3354, -0.6400, -1.8277], [1.2686, -1.1198, 0.1867], [-0.3465, 1.0658, 1.7758], [2.3941, -0.7057, 2.1617], [0.3353, -1.0925, 2.3025], [1.1941, 1.2497, 0.8840], [-0.1414, -0.7756, -1.9048]],
  "lowdin_charge": [0.638, -0.525, 0.039, -0.380, -0.129, -0.347, 0.012, 0.087, 0.149, 0.129, 0.151, 0.033, 0.019, 0.126]
}

{
  "formula": "C14H10FeN2O4",
  "method": "the ωB97M-V functional and the def2-TZVPD basis",
  "s2": 6.123,
  "total_charge": 0,
  "multiplicity": 5,
  "gap_ev": [4.905, 4.908],
  "e_lumo_ev": [-0.437, -3.696],
  "molar_mass_da": 326.1,
  "species": ["Fe", "O", "O", "O", "O", "N", "N", "C", "C", "C", "C", "C", "C", "C", "C", "C", "C", "C", "C", "C", "C", "H", "H", "H", "H", "H", "H", "H", "H", "H", "H"],
  "coordinates": [[2.3310, -0.1111, -0.2555], [1.0384, 1.5113, 1.8686], [2.1760, -1.9952, 2.0194], [4.7966, 1.1638, 0.5858], [-4.9219, 0.6004, 3.6660], [-1.5465, -0.5465, 0.5825], [-3.1727, -1.2189, 2.0711], [-3.1624, 0.1672, 2.0160], [-4.1774, 0.9752, 2.7649], [0.2911, 1.4099, -1.8158], [3.9057, 0.6613, 0.0378], [1.9337, -1.2250, -1.8968], [2.3705, 0.0477, -2.2627], [2.3474, -1.2974, 1.1011], [-2.1341, 0.5814, 1.1233], [-0.5949, -0.8495, -1.2395], [1.7090, 1.1906, -1.6112], [-2.1887, -1.5908, 1.2082], [-0.7267, 0.4828, -1.6868], [0.7813, -1.3521, -1.0384], [1.3979, 0.8344, 0.9875], [-1.9060, 1.6191, 0.9138], [-4.2610, 2.0506, 2.4447], [-0.0541, 2.4132, -2.1111], [2.5351, -2.1133, -2.1529], [-1.3311, -1.6417, -1.5099], [2.2681, 2.1487, -1.5445], [-1.7591, 0.8159, -1.8983], [-1.9054, -2.6219, 1.0051], [3.2804, 0.1954, -2.8587], [0.6798, -2.3056, -0.5140]],
  "lowdin_charge": [0.116, 0.135, 0.142, 0.133, 0.068, 0.046, 0.133, -0.175, -0.185, -0.112, -0.101, -0.158, -0.167, -0.104, 0.013, -0.152, -0.250, -0.095, -0.159, -0.211, -0.110, 0.131, 0.128, 0.101, 0.131, 0.126, 0.120, 0.104, 0.134, 0.124, 0.093]
}

{
  "formula": "C7H12NP",
  "method": "the ωB97M-V functional and the def2-TZVPD basis",
  "total_charge": 0,
  "smiles": "CC/N=c1/c(C)c1PC",
  "gap_ev": 9.057,
  "e_lumo_ev": 0.866,
  "molar_mass_da": 141.2,
  "species": ["P", "N", "C", "C", "C", "C", "C", "C", "C", "H", "H", "H", "H", "H", "H", "H", "H", "H", "H", "H", "H"],
  "coordinates": [[1.2640, 0.2782, 2.2167], [-0.8797, -0.0726, -1.4015], [-1.0203, -2.2429, -2.2815], [-1.0744, 1.3236, 0.7654], [-0.0020, 0.5602, 1.0795], [-1.9004, 2.4341, 1.3526], [-0.0517, -1.1916, -1.7870], [2.7497, -0.3640, 1.2540], [-0.7156, 0.5309, -0.3370], [3.5117, -0.4959, 1.9283], [-1.2731, 3.3632, 1.5172], [1.6483, 1.5721, 2.3252], [-2.7850, 2.7689, 0.6312], [-0.4961, -3.1029, -2.3207], [0.8249, -1.4098, -1.0283], [0.4562, -0.7650, -2.5807], [2.3949, -1.2094, 0.7189], [-2.5059, 2.0864, 2.3295], [-1.6977, -2.2464, -1.4729], [-1.5317, -2.0205, -3.3024], [3.0840, 0.2034, 0.3934]],
  "lowdin_charge": [0.866, 0.024, -0.089, -0.229, -0.310, -0.071, -0.294, -0.315, -0.223, -0.013, 0.081, -0.081, 0.104, 0.019, 0.135, 0.071, -0.005, 0.117, 0.055, 0.121, 0.038]
}

{
  "formula": "C9H14",
  "method": "the ωB97M-V functional and the def2-TZVPD basis",
  "total_charge": 0,
  "smiles": "Cc1ccccc1.CC",
  "gap_ev": 9.931,
  "e_lumo_ev": 0.931,
  "molar_mass_da": 122.2,
  "species": ["C", "C", "C", "C", "C", "C", "C", "C", "C", "H", "H", "H", "H", "H", "H", "H", "H", "H", "H", "H", "H", "H", "H"],
  "coordinates": [[1.3395, -0.1607, -1.7314], [0.1714, 2.4879, 0.6779], [2.4723, 2.9119, 0.2642], [2.5471, 1.7482, -0.4816], [-1.8524, -3.2133, 1.1554], [-3.0510, -2.9477, 0.2151], [1.2388, 3.3798, 0.7782], [1.4090, 0.9709, -0.7056], [0.2139, 1.3024, -0.0737], [-2.9746, -1.9150, -0.2061], [-3.9139, -2.7093, 0.8193], [-0.9336, -3.0676, 0.5512], [1.8891, -0.9941, -1.2842], [0.2830, -0.3533, -1.8964], [3.4940, 1.2679, -0.7389], [-2.0111, -4.2663, 1.4397], [-3.0423, -3.6670, -0.6107], [3.3107, 3.5968, 0.1690], [-0.6037, 2.7003, 1.3804], [1.6673, 0.1419, -2.7133], [-1.8704, -2.5390, 2.0119], [1.0542, 4.3793, 1.1322], [-0.8375, 0.9460, -0.1526]],
  "lowdin_charge": [-0.047, -0.109, -0.089, -0.067, -0.174, -0.187, -0.083, -0.283, -0.058, 0.058, 0.051, 0.063, 0.083, 0.065, 0.116, 0.062, 0.067, 0.098, 0.089, 0.071, 0.058, 0.094, 0.119]
}

{
  "formula": "C3H3NO2",
  "method": "the ωB97M-V functional and the def2-TZVPD basis",
  "total_charge": 0,
  "smiles": "COC(=O)C#N",
  "gap_ev": 12.073,
  "e_lumo_ev": 0.279,
  "molar_mass_da": 85.1,
  "species": ["O", "O", "N", "C", "C", "C", "H", "H", "H"],
  "coordinates": [[-0.0139, -0.2395, 0.2176], [0.7205, 1.5975, -0.9668], [3.0830, -0.6943, 0.2940], [0.8642, 0.5841, -0.3461], [2.1596, -0.0727, -0.0167], [-1.4401, -0.2570, 0.1891], [-1.8433, -0.3228, -0.8243], [-1.8767, 0.5853, 0.7293], [-1.6532, -1.1805, 0.7239]],
  "lowdin_charge": [-0.044, 0.155, 0.180, -0.494, -0.079, -0.015, 0.101, 0.100, 0.097]
}